(one)
DFT (ωB97M-V/def2-TZVPD) results for an isolated molecule of C4H6S.

Structure (SMILES) = S=CC1CC1
Orbital gap = 8.46 eV
LUMO level = -0.16 eV
Highest occupied orbital energy = -8.62 eV

```
! wB97M-V def2-TZVPD RIJCOSX def2/J DEFGRID3
* xyz 0 1
S 2.005 0.094 0.037
C 0.467 -0.378 -0.263
C -0.706 0.137 0.467
C -1.866 -0.767 0.096
C -1.822 0.793 -0.328
H 0.411 -1.122 -0.979
H -0.602 0.506 1.506
H -2.731 -0.928 0.898
H -1.696 -1.383 -0.807
H -1.551 1.199 -1.327
H -2.358 1.512 0.276
*
```

These are the Mulliken partial charges, in e, on atoms 1 to 8: -0.231 -0.529 0.276 -0.639 -0.547 0.282 0.393 0.238

=====

(two)
DFT (ωB97M-V/def2-TZVPD) results for an isolated molecule of C4H6S.

Structure (SMILES) = C1=CSCC1
Orbital gap = 9.13 eV
LUMO level = 0.97 eV
Highest occupied orbital energy = -8.16 eV

```
! wB97M-V def2-TZVPD RIJCOSX def2/J DEFGRID3
* xyz 0 1
C -0.665 -0.897 -0.311
C -0.441 -0.965 1.033
S 0.704 0.258 1.752
C 0.400 1.177 0.256
C 0.133 0.224 -0.865
H -0.917 -1.867 -0.863
H -0.526 -1.960 1.562
H -0.539 1.734 0.523
H 1.248 1.831 0.032
H -0.422 0.678 -1.689
H 1.025 -0.211 -1.430
*
```

These are the Mulliken partial charges, in e, on atoms 1 to 8: -0.398 -0.301 -0.143 -0.551 -0.294 0.265 0.307 0.271

=====

Most stable structure: (two)

=====

(one)
DFT (ωB97M-V/def2-TZVPD) results for an isolated molecule of C4H6S.

Structure (SMILES) = C=CC(C)=S
Orbital gap = 8.27 eV
LUMO level = -0.30 eV
Highest occupied orbital energy = -8.57 eV

```
! wB97M-V def2-TZVPD RIJCOSX def2/J DEFGRID3
* xyz 0 1
C 1.441 -0.894 -0.368
C 0.332 -0.965 0.426
C -0.845 -0.211 0.110
C -0.686 1.314 0.004
S -2.309 -0.926 -0.181
H 1.809 -0.005 -0.914
H 2.096 -1.713 -0.458
H 0.140 -1.547 1.342
H -0.298 1.505 1.088
H -1.681 1.855 -0.184
H 0.000 1.588 -0.864
*
```

These are the Mulliken partial charges, in e, on atoms 1 to 8: -0.614 -0.138 0.204 -0.847 -0.235 0.203 0.276 0.328

=====

(two)
DFT (ωB97M-V/def2-TZVPD) results for an isolated molecule of C4H6S.

Structure (SMILES) = C/C=C/C=S
Orbital gap = 8.25 eV
LUMO level = -0.27 eV
Highest occupied orbital energy = -8.52 eV

```
! wB97M-V def2-TZVPD RIJCOSX def2/J DEFGRID3
* xyz 0 1
C -0.313 -2.360 -1.853
C -0.331 -1.075 -1.139
C 0.480 -0.422 -0.305
C -0.211 0.684 0.430
S 0.265 1.718 1.543
H 0.694 -2.759 -1.798
H -1.077 -3.102 -1.483
H -0.569 -2.176 -2.934
H -1.354 -0.664 -1.239
H 1.574 -0.499 -0.134
H -1.260 0.752 0.107
*
```

These are the Mulliken partial charges, in e, on atoms 1 to 8: -1.075 -0.046 0.128 -0.274 -0.259 0.318 0.262 0.277

=====

Most stable structure: (two)

=====

(one)
DFT (ωB97M-V/def2-TZVPD) results for C2H5IS as an isolated structure.

Orbital gap = 8.04 eV
LUMO level = -1.06 eV
Highest occupied orbital energy = -9.10 eV

```
! wB97M-V def2-TZVPD RIJCOSX def2/J DEFGRID3
* xyz 0 1
C 0.274 -0.536 -0.570
C -0.163 0.660 0.196
S 0.863 -1.631 0.793
I -0.664 2.960 -1.102
H -0.559 -1.070 -1.069
H 1.091 -0.551 -1.306
H 0.612 1.249 0.778
H -1.207 0.536 0.681
H -0.247 -1.617 1.598
*
```

These are the Mulliken partial charges, in e, on atoms 1 to 8: -0.237 -1.009 -0.191 -0.170 0.258 0.333 0.453 0.415

=====

(two)
DFT (ωB97M-V/def2-TZVPD) results for an isolated molecule of C2H5IS.

Structure (SMILES) = C[C@H](S)I
Orbital gap = 8.84 eV
LUMO level = -0.33 eV
Highest occupied orbital energy = -9.16 eV

```
! wB97M-V def2-TZVPD RIJCOSX def2/J DEFGRID3
* xyz 0 1
C -0.687 0.789 0.071
C 0.234 -0.258 -0.485
S 0.002 -1.930 0.075
I 2.380 0.679 -0.026
H -1.592 0.723 -0.480
H -0.801 0.596 1.138
H -0.064 1.779 -0.164
H 0.337 -0.431 -1.504
H 0.192 -1.947 1.375
*
```

These are the Mulliken partial charges, in e, on atoms 1 to 8: -0.763 -0.493 -0.162 -0.044 0.293 0.300 0.292 0.447

=====

Most stable structure: (two)

=====

(one)
DFT (ωB97M-V/def2-TZVPD) results for a 2-piece molecular cluster, C3H4Cl2O overall.

Structure (SMILES) = O=C/C=C/Cl.Cl
Orbital gap = 9.66 eV
LUMO level = -0.24 eV
Highest occupied orbital energy = -9.89 eV

```
! wB97M-V def2-TZVPD RIJCOSX def2/J DEFGRID3
* xyz 0 1
O 1.826 0.576 0.173
C 0.912 1.161 0.696
C -0.728 0.804 0.504
C -1.591 -0.266 0.283
Cl -3.193 0.059 -0.215
H 0.978 2.163 1.161
H -1.105 1.721 0.525
H -1.234 -1.295 0.151
Cl 1.745 -3.033 -1.714
H 2.390 -1.889 -1.564
*
```

These are the Mulliken partial charges, in e, on atoms 1 to 8: -0.396 0.070 -0.390 -0.043 -0.148 0.265 0.298 0.350

=====

(two)
DFT (ωB97M-V/def2-TZVPD) results for an isolated molecule of C3H4Cl2O.

Structure (SMILES) = O[C@@H]1CC1(Cl)Cl
Orbital gap = 10.42 eV
LUMO level = 0.73 eV
Highest occupied orbital energy = -9.70 eV

```
! wB97M-V def2-TZVPD RIJCOSX def2/J DEFGRID3
* xyz 0 1
O -1.124 -0.948 0.982
C -0.494 0.149 0.604
C -0.380 0.374 -0.895
C 0.894 0.127 -0.052
Cl 1.786 -1.407 -0.010
Cl 1.984 1.366 0.393
H -0.645 -1.625 0.595
H -0.714 0.954 1.258
H -0.604 -0.381 -1.636
H -0.703 1.390 -1.240
*
```

These are the Mulliken partial charges, in e, on atoms 1 to 8: -0.465 -0.321 -0.504 0.482 -0.199 -0.190 0.298 0.405

=====

(three)
DFT (ωB97M-V/def2-TZVPD) results for an isolated molecule of C3H4Cl2O.

Structure (SMILES) = O=C[C@H](Cl)CCl
Orbital gap = 10.61 eV
LUMO level = 0.16 eV
Highest occupied orbital energy = -10.45 eV

```
! wB97M-V def2-TZVPD RIJCOSX def2/J DEFGRID3
* xyz 0 1
O -2.195 -0.487 -1.181
C -0.971 -0.438 -1.129
C -0.330 -0.157 0.248
Cl -1.305 1.144 1.030
C 1.133 0.360 0.377
Cl 2.275 -0.854 -0.313
H -0.265 -0.385 -1.985
H -0.445 -1.103 0.770
H 1.404 0.479 1.438
H 1.380 1.385 0.056
*
```

These are the Mulliken partial charges, in e, on atoms 1 to 8: -0.453 0.045 0.103 -0.173 -0.663 -0.192 0.288 0.316

=====

Most stable structure: (three)

=====

(one)
DFT (ωB97M-V/def2-TZVPD) results for a 2-piece molecular cluster, C5H15N2O overall.

<S²> = 0.7535
Orbital gap (alpha / beta) = 9.26 / 8.32 eV
LUMO level (alpha / beta) = 0.97 / -0.17 eV
Highest occupied orbital energy (alpha / beta) = -8.28 / -8.49 eV

```
! wB97M-V def2-TZVPD RIJCOSX def2/J DEFGRID3
* xyz 0 2
C 1.813 0.516 -1.125
C 0.500 1.209 -1.581
C -0.661 0.858 -0.629
C -1.018 -0.561 -0.234
N -1.438 -0.749 1.170
C -2.756 -0.262 1.449
N 2.153 0.676 0.297
H 1.795 -0.554 -1.546
H 2.527 1.084 -1.825
H 0.646 2.282 -1.648
H 0.254 0.961 -2.608
H -1.464 1.467 -0.837
H -1.890 -0.859 -0.776
H -0.618 -0.435 1.801
H -3.124 -0.805 2.415
H -2.922 0.926 1.556
H -3.582 -0.517 0.621
H 1.092 0.834 0.532
H 2.645 1.563 0.465
H 2.552 -2.718 0.832
H 2.042 -1.334 1.075
H -0.303 -1.313 -0.449
O 1.758 -2.269 1.047
*
```

These are the Mulliken partial charges, in e, on atoms 1 to 8: -0.506 -0.645 -0.577 -0.850 -0.185 -0.783 -0.561 0.218

=====

(two)
DFT (ωB97M-V/def2-TZVPD) results for a 2-piece molecular cluster, C5H15N2O overall.

<S²> = 0.7535
Orbital gap (alpha / beta) = 6.00 / 10.22 eV
LUMO level (alpha / beta) = 0.75 / 0.75 eV
Highest occupied orbital energy (alpha / beta) = -5.25 / -9.47 eV

```
! wB97M-V def2-TZVPD RIJCOSX def2/J DEFGRID3
* xyz 0 2
C 0.536 0.270 2.179
O 1.245 0.520 0.955
C -0.561 -0.732 1.881
N -1.438 -0.825 3.037
H 1.211 -0.124 2.943
H 0.093 1.214 2.497
H 1.822 1.282 1.035
H -1.140 -0.367 1.034
H -0.121 -1.684 1.559
H -1.038 -1.387 3.780
H -2.332 -1.258 2.843
C 0.179 1.907 -2.477
C -0.620 0.631 -2.231
C 0.474 -1.575 -1.997
N 0.164 -0.342 -1.494
H 0.528 2.318 -1.529
H 1.053 1.682 -3.089
H -0.426 2.660 -2.987
H -1.484 0.886 -1.607
H -0.902 0.143 -3.162
H 1.098 -2.265 -1.455
H -0.025 -1.919 -2.891
H 0.511 -0.079 -0.575
*
```

These are the Mulliken partial charges, in e, on atoms 1 to 8: -0.281 -0.551 -0.333 -0.647 0.257 0.316 0.267 0.254

=====

Most stable structure: (two)

=====

(one)
DFT (ωB97M-V/def2-TZVPD) results for an isolated ion of composition C4H9NO2 and charge +1.

<S²> = 0.7780
Orbital gap (alpha / beta) = 11.64 / 6.74 eV
LUMO level (alpha / beta) = -4.03 / -8.77 eV
Highest occupied orbital energy (alpha / beta) = -15.67 / -15.51 eV

```
! wB97M-V def2-TZVPD RIJCOSX def2/J DEFGRID3
* xyz 1 2
C 0.620 1.780 -1.219
C -0.831 1.309 -0.818
N -0.908 0.227 0.145
C 0.053 -0.313 1.227
C 0.124 -1.710 0.969
O 0.803 -1.778 -0.373
O -1.862 1.950 -1.189
H 0.774 2.262 -2.252
H 1.365 0.797 -1.182
H 0.760 2.439 -0.341
H -1.788 -0.288 -0.029
H -0.405 -0.022 2.214
H 0.950 0.267 1.233
H 0.778 -2.277 1.683
H -0.901 -2.048 0.684
H 0.467 -2.596 -0.754
*
```

These are the Mulliken partial charges, in e, on atoms 1 to 8: -0.805 0.461 0.107 -0.436 -0.393 -0.450 -0.382 0.337

=====

(two)
DFT (ωB97M-V/def2-TZVPD) results for an isolated ion of composition C4H9NO2 and charge +1.

<S²> = 0.7574
Orbital gap (alpha / beta) = 10.37 / 5.78 eV
LUMO level (alpha / beta) = -5.04 / -9.43 eV
Highest occupied orbital energy (alpha / beta) = -15.41 / -15.21 eV

```
! wB97M-V def2-TZVPD RIJCOSX def2/J DEFGRID3
* xyz 1 2
O 1.148 2.193 1.525
C 0.510 1.245 1.582
C 0.630 0.068 0.530
C -0.411 0.475 -0.568
C -0.097 -0.303 -1.845
O -1.705 0.233 -0.120
N 0.220 -1.157 1.145
H -0.361 1.074 2.258
H 1.617 0.097 0.074
H -0.401 1.536 -0.708
H -0.969 -0.148 -2.481
H 0.818 0.043 -2.326
H -0.097 -1.399 -1.738
H -1.732 -0.651 0.282
H 0.163 -1.880 0.455
H 0.667 -1.430 1.934
*
```

These are the Mulliken partial charges, in e, on atoms 1 to 8: -0.102 -0.133 0.475 -0.106 -1.256 -0.473 -0.626 0.397

=====

Most stable structure: (two)